Arrangement a

ORCA calculation (the ωB97M-V functional and the def2-TZVPD basis) on a single C23H35N3O3 molecule.

Computed properties:
HOMO-LUMO gap: 9.1 eV
Structure (SMILES): CCOc1ccccc1CN1CCNC(=O)[C@H]1CC(=O)NC1CCCCCCC1

Geometry as ORCA input:
```
! wB97M-V def2-TZVPD RIJCOSX def2/J DEFGRID3
* xyz 0 1
C 1.222 -4.178 -5.557
C 0.040 -3.232 -5.357
O 0.276 -2.264 -4.356
C 1.051 -1.172 -4.627
C 1.609 -0.876 -5.865
C 2.365 0.272 -6.036
C 2.574 1.136 -4.979
C 2.019 0.847 -3.744
C 1.265 -0.297 -3.551
C 0.650 -0.598 -2.210
N 1.454 -0.060 -1.124
C 2.717 -0.740 -0.951
C 2.621 -1.847 0.107
N 2.286 -1.200 1.352
C 1.468 -0.132 1.383
O 1.320 0.532 2.396
C 0.677 0.102 0.103
C 0.008 1.489 0.106
C -1.380 1.409 0.735
O -2.391 1.296 0.068
N -1.359 1.459 2.076
C -2.534 1.274 2.902
C -2.674 2.481 3.839
C -3.741 2.334 4.930
C -3.194 2.017 6.324
C -2.560 0.639 6.529
C -1.234 0.427 5.787
C -1.333 -0.406 4.505
C -2.507 -0.104 3.574
H 1.456 -4.678 -4.620
H 2.104 -3.634 -5.885
H 0.969 -4.926 -6.302
H -0.824 -3.794 -4.990
H -0.242 -2.753 -6.303
H 1.459 -1.528 -6.712
H 2.789 0.484 -7.006
H 3.162 2.032 -5.114
H 2.168 1.508 -2.905
H -0.336 -0.127 -2.167
H 0.498 -1.685 -2.118
H 3.463 -0.010 -0.613
H 3.037 -1.141 -1.913
H 1.839 -2.563 -0.175
H 3.564 -2.383 0.214
H 2.825 -1.391 2.184
H -0.115 -0.670 0.144
H -0.099 1.824 -0.925
H 0.633 2.197 0.650
H -0.456 1.429 2.535
H -3.385 1.275 2.209
H -1.708 2.700 4.294
H -2.922 3.337 3.207
H -4.473 1.579 4.638
H -4.283 3.279 5.013
H -2.460 2.781 6.592
H -4.024 2.107 7.032
H -3.272 -0.141 6.255
H -2.378 0.535 7.602
H -0.782 1.394 5.572
H -0.538 -0.095 6.449
H -0.394 -0.303 3.958
H -1.424 -1.458 4.791
H -3.445 -0.250 4.108
H -2.484 -0.845 2.768
*
```



Arrangement b

ORCA calculation (the ωB97M-V functional and the def2-TZVPD basis) on a single C23H35N3O3 molecule.

Computed properties:
HOMO-LUMO gap: 9.6 eV
Structure (SMILES): CC1(C)C[C@@H](C(=O)N2CCCCC(C)(C)C2)CN(C(=O)c2ncoc2C2CC2)C1

Geometry as ORCA input:
```
! wB97M-V def2-TZVPD RIJCOSX def2/J DEFGRID3
* xyz 0 1
C 4.100 -0.624 -0.271
C 2.616 -0.399 -0.549
C 2.122 -1.461 -1.533
C 1.836 -0.467 0.773
C 0.388 -0.005 0.626
C -0.330 0.018 1.966
O 0.287 0.238 3.000
N -1.675 -0.173 1.943
C -2.452 -0.444 0.734
C -2.528 -1.925 0.347
C -2.492 -2.878 1.542
C -3.376 -2.471 2.728
C -2.745 -1.532 3.776
C -3.763 -1.321 4.898
C -1.483 -2.157 4.374
C -2.422 -0.148 3.194
C 0.381 1.408 0.034
N 1.048 1.386 -1.260
C 0.262 1.152 -2.350
O -0.951 1.038 -2.275
C 0.934 1.097 -3.680
N 0.705 0.037 -4.550
C 1.367 0.351 -5.603
O 2.017 1.531 -5.532
C 1.728 2.011 -4.281
C 2.290 3.307 -3.891
C 1.697 4.571 -4.466
C 1.471 4.226 -3.026
C 2.450 1.000 -1.169
H 4.490 0.127 0.420
H 4.261 -1.606 0.177
H 4.684 -0.576 -1.194
H 1.075 -1.327 -1.813
H 2.708 -1.436 -2.455
H 2.223 -2.456 -1.095
H 1.871 -1.487 1.165
H 2.318 0.166 1.523
H -0.141 -0.657 -0.070
H -3.457 -0.076 0.941
H -2.081 0.146 -0.105
H -3.453 -2.070 -0.218
H -1.715 -2.182 -0.336
H -2.794 -3.868 1.193
H -1.461 -2.990 1.882
H -4.303 -2.018 2.355
H -3.681 -3.375 3.263
H -3.379 -0.628 5.649
H -4.700 -0.915 4.509
H -3.987 -2.266 5.397
H -1.115 -1.544 5.199
H -1.700 -3.158 4.756
H -0.670 -2.230 3.654
H -1.844 0.423 3.919
H -3.358 0.385 3.004
H -0.627 1.792 -0.100
H 0.934 2.079 0.697
H 1.468 -0.208 -6.518
H 3.363 3.314 -3.731
H 2.381 5.372 -4.706
H 0.864 4.456 -5.145
H 0.484 3.892 -2.740
H 1.998 4.792 -2.271
H 2.960 1.743 -0.547
H 2.904 1.022 -2.158
*
```



Which is the most stable structure? arrangement a is the most stable.



Arrangement a

ORCA calculation (the ωB97M-V functional and the def2-TZVPD basis) on a single C18H16N2O4S molecule.

Computed properties:
HOMO-LUMO gap: 8.0 eV
Structure (SMILES): C/C(=N\NS(=O)(=O)c1ccc(C)cc1)c1cc2ccccc2oc1=O

Geometry as ORCA input:
```
! wB97M-V def2-TZVPD RIJCOSX def2/J DEFGRID3
* xyz 0 1
C 0.376 3.244 1.337
C 0.221 1.879 0.711
N -0.886 1.369 0.335
N -2.072 1.948 0.474
S -3.275 1.274 -0.545
O -3.027 1.702 -1.891
O -4.518 1.656 0.057
C -2.896 -0.443 -0.330
C -2.115 -1.083 -1.269
C -1.736 -2.392 -1.042
C -2.125 -3.051 0.119
C -1.655 -4.446 0.388
C -2.924 -2.384 1.042
C -3.310 -1.075 0.824
C 1.405 1.053 0.484
C 2.620 1.582 0.190
C 3.748 0.746 -0.071
C 5.020 1.234 -0.391
C 6.053 0.365 -0.655
C 5.841 -1.010 -0.608
C 4.597 -1.518 -0.295
C 3.548 -0.643 -0.023
O 2.343 -1.169 0.294
C 1.245 -0.408 0.585
O 0.251 -0.990 0.933
H 0.267 4.024 0.583
H -0.393 3.390 2.094
H 1.347 3.345 1.812
H -2.163 2.922 0.753
H -1.814 -0.542 -2.152
H -1.114 -2.904 -1.762
H -0.673 -4.402 0.858
H -1.563 -5.013 -0.535
H -2.331 -4.966 1.062
H -3.231 -2.891 1.945
H -3.921 -0.533 1.528
H 2.755 2.651 0.111
H 5.173 2.303 -0.429
H 7.032 0.748 -0.901
H 6.656 -1.686 -0.817
H 4.413 -2.579 -0.253
*
```



Arrangement b

ORCA calculation (the ωB97M-V functional and the def2-TZVPD basis) on a single C18H16N2O4S molecule.

Computed properties:
HOMO-LUMO gap: 8.6 eV
Structure (SMILES): O=C(CCn1c(=O)sc2ccccc21)NCc1ccc2c(c1)OCO2

Geometry as ORCA input:
```
! wB97M-V def2-TZVPD RIJCOSX def2/J DEFGRID3
* xyz 0 1
O 0.511 3.632 -0.557
C 0.074 2.619 -0.049
C -1.365 2.166 -0.318
C -2.118 1.575 0.884
N -2.376 0.155 0.734
C -1.530 -0.764 1.266
O -0.510 -0.521 1.868
S -2.133 -2.407 0.944
C -3.496 -1.757 0.057
C -4.508 -2.456 -0.574
C -5.488 -1.739 -1.236
C -5.449 -0.351 -1.268
C -4.438 0.351 -0.638
C -3.456 -0.358 0.038
N 0.785 1.822 0.763
C 2.189 2.048 1.039
C 3.033 0.948 0.444
C 3.916 1.214 -0.590
C 4.692 0.212 -1.171
C 4.539 -1.060 -0.678
C 3.644 -1.337 0.357
C 2.881 -0.354 0.935
O 3.688 -2.675 0.649
C 4.642 -3.232 -0.229
O 5.167 -2.218 -1.059
H -1.891 3.037 -0.710
H -1.321 1.427 -1.122
H -3.081 2.071 1.015
H -1.543 1.707 1.804
H -4.522 -3.534 -0.545
H -6.287 -2.265 -1.735
H -6.217 0.192 -1.797
H -4.412 1.428 -0.680
H 0.402 0.955 1.123
H 2.450 3.016 0.607
H 2.332 2.083 2.125
H 4.006 2.223 -0.959
H 5.380 0.422 -1.972
H 2.190 -0.582 1.729
H 5.457 -3.690 0.354
H 4.164 -4.006 -0.851
*
```



Which is the most stable structure? arrangement b is the most stable.



Arrangement a

ORCA calculation (the ωB97M-V functional and the def2-TZVPD basis) on 2 unconnected molecules or ions with the total composition C6H7NS.

Computed properties:
HOMO-LUMO gap: 8.5 eV
Structure (SMILES): N#CCC1=CC1.C=S

Geometry as ORCA input:
```
! wB97M-V def2-TZVPD RIJCOSX def2/J DEFGRID3
* xyz 0 1
N -1.574 -2.920 -0.443
C -1.196 -2.104 0.279
C -0.716 -0.846 0.886
C -1.050 0.355 0.104
C -0.849 1.650 -0.038
C -1.798 1.010 -1.025
H -1.086 -0.580 1.941
H 0.424 -0.768 0.970
H -0.439 2.559 0.256
H -2.852 1.128 -0.758
H -1.476 0.646 -2.022
C 3.026 -0.008 -0.076
S 4.575 -0.313 0.030
H 2.291 -0.712 -0.394
H 2.718 0.902 0.290
*
```



Arrangement b

ORCA calculation (the ωB97M-V functional and the def2-TZVPD basis) on a single C6H7NS molecule.

Computed properties:
HOMO-LUMO gap: 7.9 eV
Structure (SMILES): S=C1C=C[C@@H]2N[C@H]2C1

Geometry as ORCA input:
```
! wB97M-V def2-TZVPD RIJCOSX def2/J DEFGRID3
* xyz 0 1
S -3.139 -0.218 0.107
C -1.523 -0.071 0.018
C -0.905 1.290 -0.129
C 0.425 1.521 0.020
C 1.124 0.295 0.530
N 2.078 -0.738 0.149
C 0.727 -0.790 -0.390
C -0.619 -1.322 0.066
H -1.584 2.063 -0.349
H 0.825 2.530 -0.095
H 0.872 0.154 1.592
H 2.717 -0.473 -0.615
H 0.652 -0.454 -1.437
H -0.591 -1.691 1.094
H -1.058 -2.096 -0.565
*
```



Which is the most stable structure? arrangement b is the most stable.



Arrangement a

ORCA calculation (the ωB97M-V functional and the def2-TZVPD basis) on a single C6H7NS molecule.

Computed properties:
HOMO-LUMO gap: 8.3 eV
Structure (SMILES): CC#CC(=S)N1CC1

Geometry as ORCA input:
```
! wB97M-V def2-TZVPD RIJCOSX def2/J DEFGRID3
* xyz 0 1
C 3.688 -0.365 0.058
C 2.251 -0.120 -0.026
C 1.054 0.113 -0.084
C -0.352 0.386 -0.169
S -0.958 1.908 0.085
N -1.102 -0.692 -0.491
C -2.369 -1.043 0.102
C -1.189 -1.935 0.235
H 3.951 -1.315 -0.473
H 4.226 0.525 -0.363
H 3.992 -0.470 1.060
H -2.679 -0.469 0.940
H -3.172 -1.311 -0.620
H -1.111 -2.856 -0.375
H -0.672 -2.013 1.208
*
```



Arrangement b

ORCA calculation (the ωB97M-V functional and the def2-TZVPD basis) on a molecular structure, C6H7NS.

Computed properties:
HOMO-LUMO gap: 8.7 eV

Geometry as ORCA input:
```
! wB97M-V def2-TZVPD RIJCOSX def2/J DEFGRID3
* xyz 0 1
C 1.372 -0.270 0.006
C 0.411 0.274 -1.044
C 0.274 1.449 -0.014
C 0.432 0.273 1.054
C -0.836 -0.532 0.751
C -0.866 -0.532 -0.742
H 0.744 0.452 -2.080
H 1.117 2.141 -0.051
H -0.703 1.971 0.038
H 0.761 0.440 2.074
H -1.738 -0.447 1.352
H -1.497 -2.325 0.006
H -1.764 -0.400 -1.320
N -0.623 -1.777 -0.021
S 2.915 -0.716 -0.009
*
```



Arrangement c

ORCA calculation (the ωB97M-V functional and the def2-TZVPD basis) on 2 unconnected molecules or ions with the total composition C6H7NS.

Computed properties:
HOMO-LUMO gap: 8.4 eV

Geometry as ORCA input:
```
! wB97M-V def2-TZVPD RIJCOSX def2/J DEFGRID3
* xyz 0 1
C 0.117 -2.593 1.543
C 0.615 -1.719 0.859
C 0.251 1.255 -1.750
C -1.633 0.512 -0.351
C 1.130 -0.783 0.019
C -0.179 0.907 -0.470
N 0.552 1.691 -2.773
S 0.181 2.283 0.686
H 0.149 -3.223 2.378
H -1.970 1.094 0.521
H -1.596 -0.679 -0.117
H -2.275 0.663 -1.212
H 1.466 -1.158 -0.969
H 1.854 -0.151 0.539
H 1.340 1.902 1.097
*
```



Which is the most stable structure? arrangement b is the most stable.



Arrangement a

ORCA calculation (the ωB97M-V functional and the def2-TZVPD basis) on a single C9H11NSi molecule.

Computed properties:
HOMO-LUMO gap: 8.4 eV
Structure (SMILES): CC1=Nc2cc(C)ccc2[SiH2]1

Geometry as ORCA input:
```
! wB97M-V def2-TZVPD RIJCOSX def2/J DEFGRID3
* xyz 0 1
C 3.546 -1.265 -0.039
C 2.328 -0.480 -0.034
N 1.201 -1.077 0.097
C 0.098 -0.312 -0.022
C -1.170 -0.918 0.009
C -2.284 -0.161 -0.008
C -3.686 -0.763 -0.109
C -2.150 1.212 0.103
C -0.898 1.862 0.070
C 0.277 1.097 -0.097
Si 2.235 1.462 -0.005
H 3.891 -1.772 -1.048
H 3.428 -2.147 0.459
H 4.495 -0.908 0.403
H -1.329 -1.944 0.097
H -3.663 -1.765 -0.328
H -4.130 -0.778 0.873
H -4.261 -0.287 -0.773
H -3.007 1.728 0.206
H -0.701 2.965 0.164
H 2.893 2.136 -1.330
H 2.886 2.115 1.310
*
```



Arrangement b

ORCA calculation (the ωB97M-V functional and the def2-TZVPD basis) on 2 unconnected molecules or ions with the total composition C9H11NSi.

Computed properties:
HOMO-LUMO gap (alpha / beta): 8.4 / 6.2 eV

Geometry as ORCA input:
```
! wB97M-V def2-TZVPD RIJCOSX def2/J DEFGRID3
* xyz 0 1
C -1.396 0.968 -0.512
C 3.320 -0.153 -0.694
C 2.702 1.099 -0.639
C 2.738 -1.297 -0.295
C 1.416 1.145 -0.240
C 1.442 -1.273 0.049
C 0.704 -0.114 -0.152
C -3.268 1.773 1.509
C -0.667 -0.211 -0.287
N -2.100 1.919 -0.601
Si -1.698 -1.781 -0.096
H 4.322 -0.257 -1.191
H 3.328 2.034 -0.929
H 3.229 -2.299 -0.254
H 0.881 2.130 -0.230
H 0.973 -2.223 0.394
H -2.603 1.176 2.187
H -3.866 2.638 1.902
H -3.651 1.095 0.816
H -2.181 -2.245 1.199
H -0.770 -2.485 -0.922
H -2.856 -1.638 -1.016
*
```



Which is the most stable structure? arrangement a is the most stable.



Arrangement a

ORCA calculation (the ωB97M-V functional and the def2-TZVPD basis) on a gas-phase ion, C4H9N3 (charge +2).

Computed properties:
HOMO-LUMO gap: 9.2 eV
Structure (SMILES): C=NC(=[NH2+])[N+](=C)C

Geometry as ORCA input:
```
! wB97M-V def2-TZVPD RIJCOSX def2/J DEFGRID3
* xyz 2 1
C -2.451 1.055 -0.300
N -1.474 0.318 -0.286
C -0.528 -0.698 -0.060
N -0.747 -1.938 0.183
N 0.777 -0.002 -0.061
C 1.736 -0.467 -0.768
C 0.948 0.984 0.898
H -3.176 1.303 0.492
H -2.694 1.615 -1.190
H -1.715 -2.333 0.327
H 0.038 -2.503 0.359
H 2.543 0.272 -0.714
H 1.698 -1.280 -1.385
H 1.782 0.759 1.574
H 0.080 1.261 1.419
H 1.394 1.945 0.349
*
```



Arrangement b

ORCA calculation (the ωB97M-V functional and the def2-TZVPD basis) on a gas-phase ion, C4H9N3 (charge +2).

Computed properties:
HOMO-LUMO gap: 10.3 eV
Structure (SMILES): C=C[N@@H+](C)N=C=[NH2+]

Geometry as ORCA input:
```
! wB97M-V def2-TZVPD RIJCOSX def2/J DEFGRID3
* xyz 2 1
C -2.330 1.424 0.129
C -1.283 0.769 -0.316
N -0.473 -0.112 0.491
C -0.479 -1.475 -0.110
N 0.838 0.323 0.552
C 1.923 0.190 0.085
N 3.126 0.197 -0.195
H -2.532 2.254 -0.569
H -2.776 1.357 1.063
H -0.985 0.796 -1.429
H -0.803 -0.136 1.460
H -0.356 -1.582 -1.127
H 0.296 -2.101 0.354
H -1.393 -2.048 0.108
H 3.633 0.709 -0.894
H 3.594 -0.566 0.398
*
```



Arrangement c

ORCA calculation (the ωB97M-V functional and the def2-TZVPD basis) on a gas-phase ion, C4H9N3 (charge +2).

Computed properties:
HOMO-LUMO gap (alpha / beta): 5.2 / 5.2 eV

Geometry as ORCA input:
```
! wB97M-V def2-TZVPD RIJCOSX def2/J DEFGRID3
* xyz 2 1
C 2.133 0.878 -0.678
C -0.432 0.367 -0.365
C -0.445 -0.941 0.245
C -1.438 -1.765 0.817
N 2.746 0.232 0.171
N 0.739 1.049 -0.706
N -1.545 1.111 -0.392
H 2.604 1.512 -1.464
H 0.518 -1.257 0.407
H -1.452 -1.411 1.933
H -1.029 -2.843 1.000
H -2.471 -1.702 0.398
H 3.637 -0.019 0.500
H 0.631 2.074 -0.926
H -2.405 0.862 0.077
H -1.791 1.853 -1.017
*
```



Which is the most stable structure? arrangement a is the most stable.